Entry 1:
A 12-piece molecular cluster, C47H127N9O13 overall at a distorted geometry. Source: the Open Molecules 2025 dataset; level of theory: ωB97M-V/def2-TZVPD.

Values from the calculation:
Net charge: 0
Orbital gap: 9.4 eV
Multiplicity: 1

Geometry (Å):
1 C 10.594 -5.283 -9.727
2 H 6.077 0.911 2.557
3 H -7.604 -11.126 2.776
4 C 10.028 -6.193 -1.759
5 H 3.905 11.483 7.260
6 H -6.425 2.526 -5.568
7 H -12.607 0.245 0.002
8 C -11.942 1.105 0.083
9 H 2.386 0.946 -4.390
10 N -9.819 1.860 1.083
11 C 1.805 12.084 8.158
12 H 7.479 -5.443 -1.720
13 H -8.851 -11.487 -0.236
14 H -1.320 -6.580 -9.561
15 C 0.677 -0.200 -2.581
16 O 10.205 6.012 10.068
17 H 0.161 0.483 -0.314
18 C -0.493 -6.921 -10.185
19 H -13.307 1.166 -2.547
20 C -0.711 -0.198 -1.915
21 C 0.810 -8.189 4.802
22 H 7.722 5.306 10.796
23 H -6.302 0.073 -6.901
24 H 1.380 -0.885 -2.108
25 N 4.078 12.475 7.178
26 C 7.317 5.232 9.787
27 C -6.202 2.068 -7.647
28 C 2.713 12.918 7.320
29 O -0.366 1.287 1.817
30 H -12.282 2.547 -2.920
31 H -8.596 7.941 -0.936
32 H -6.522 3.693 -9.166
33 H -1.266 -1.096 -2.186
34 H 10.064 6.580 8.108
35 O 1.687 10.734 7.515
36 H -0.532 -9.287 -9.054
37 H -11.401 0.658 2.890
38 O -11.680 1.451 -1.295
39 H -6.993 11.223 1.019
40 H 5.682 3.602 2.098
41 H -0.322 -5.492 3.192
42 C -1.853 0.349 0.039
43 H 9.930 -6.196 -0.673
44 C 0.495 -7.704 -9.386
45 H 6.296 6.483 7.780
46 H 2.433 -10.106 4.891
47 H 7.646 -6.669 -0.601
48 H -2.447 1.323 1.963
49 N 5.267 -6.683 -1.543
50 H -7.028 9.511 -0.823
51 H -1.211 -5.356 5.724
52 C -10.742 0.068 2.252
53 H -7.955 10.250 2.065
54 H 10.113 -3.935 -11.363
55 H -8.482 11.083 0.578
56 H -9.215 -13.079 0.300
57 O 8.901 -6.994 -2.332
58 H -13.341 2.647 -1.541
59 C -0.257 2.672 1.368
60 C -5.787 4.959 -6.585
61 H -2.272 1.238 -0.431
62 H 5.444 -6.782 -0.554
63 H 9.970 -5.181 -2.159
64 H 6.624 3.496 0.790
65 C 1.450 -8.572 -10.194
66 O 1.653 -8.518 3.713
67 C -6.959 -11.337 1.923
68 C 0.966 9.744 8.240
69 H 11.205 -5.691 -10.532
70 C 6.257 -6.834 -3.842
71 H 5.293 2.448 0.786
72 H -1.144 3.172 1.755
73 H 8.582 1.748 0.935
74 O -7.525 -12.401 1.111
75 C -6.867 2.805 -6.524
76 C 6.797 1.605 2.123
77 N -6.608 -8.807 1.854
78 N -8.571 8.438 -0.057
79 H -4.848 -9.346 0.197
80 H 1.075 -6.989 -8.802
81 H 1.256 8.795 7.789
82 H -6.552 8.231 1.926
83 H 2.846 2.232 -3.294
84 H 11.897 5.275 11.030
85 O -4.979 9.118 0.821
86 O -7.000 4.227 -6.777
87 H 10.868 -5.839 -8.831
88 H 9.515 -5.407 -9.824
89 C -8.805 -12.129 0.644
90 H -1.381 0.563 -2.313
91 H 7.292 0.770 0.378
92 H 7.421 5.329 7.269
93 H 1.714 -8.056 -11.117
94 C 9.552 5.861 8.747
95 H 2.626 13.862 7.858
96 H 2.378 -8.909 -9.732
97 H 0.221 -6.956 2.678
98 H 0.048 -6.088 -10.634
99 H 3.304 0.675 -2.921
100 C -4.577 10.054 1.826
101 O 10.527 -3.252 -10.831
102 C -10.582 0.746 0.850
103 H 2.109 -10.627 3.486
104 H 7.260 -6.753 -4.263
105 H -4.874 11.088 1.649
106 H 7.966 1.470 3.708
107 H 1.358 -8.282 5.739
108 C -6.693 2.630 -8.996
109 C 7.739 -6.500 -1.674
110 O 1.283 1.078 -2.531
111 H -2.643 -0.399 -0.030
112 H -5.145 4.797 -7.451
113 H 12.224 5.624 9.458
114 C -6.232 8.457 0.909
115 H 9.764 4.851 8.395
116 C 6.476 -7.100 -2.306
117 H -5.109 4.718 -5.767
118 C -1.654 0.721 1.518
119 H -4.837 9.766 2.844
120 H 1.124 13.443 5.925
121 C -7.371 9.218 0.170
122 N -6.382 0.648 -7.728
123 H -6.760 -7.977 1.299
124 C 7.857 1.010 1.279
125 H 2.167 11.984 5.393
126 H -0.319 2.726 0.281
127 H -9.904 2.190 0.132
128 N -0.619 -0.146 -0.443
129 H -10.315 2.554 1.624
130 C -7.732 10.422 1.012
131 H 2.126 12.049 9.199
132 H 11.036 -6.516 -2.022
133 H -1.024 -7.571 -10.879
134 H 5.519 -7.452 -4.353
135 C -6.698 -10.049 1.080
136 H 6.242 5.330 9.637
137 H 1.219 9.809 9.298
138 H 6.519 -8.182 -2.182
139 H -5.730 -10.357 -0.878
140 H -7.537 -9.899 0.401
141 C -5.476 -10.237 0.175
142 H 10.167 -3.426 -7.537
143 H 7.746 4.261 9.539
144 H -6.114 2.266 -9.845
145 H 0.778 12.447 8.115
146 H -9.450 -11.659 1.387
147 H 8.383 0.144 1.680
148 H -5.994 -11.638 2.330
149 H -4.958 -11.165 0.417
150 H 9.885 -2.096 -8.562
151 H -3.490 10.074 1.904
152 H -6.004 0.118 -8.501
153 H 4.514 -7.304 -1.802
154 H -0.115 9.884 8.232
155 H 0.594 3.220 1.774
156 C 7.999 6.223 8.915
157 H 11.144 4.282 9.701
158 H -6.027 6.021 -6.526
159 H 11.774 -3.458 -9.281
160 H 4.301 12.472 6.193
161 O -0.207 -8.533 -8.555
162 H 8.746 -3.520 -8.652
163 H -5.121 2.184 -7.568
164 C 6.075 2.821 1.447
165 H 7.971 7.183 9.430
166 H -0.071 -8.831 4.788
167 H 0.988 -6.007 4.945
168 O 7.429 2.130 3.261
169 H 3.513 -9.499 3.723
170 N 7.270 6.256 7.642
171 H -7.738 2.398 -9.198
172 H -12.476 1.855 0.665
173 H -9.965 0.096 0.229
174 H -0.511 -6.667 6.846
175 H 2.737 13.597 5.274
176 C -12.708 1.962 -2.105
177 H -9.803 -0.058 2.791
178 H 0.912 -9.482 -10.458
179 H -7.870 2.387 -6.611
180 H 0.612 -0.609 -3.590
181 H -9.403 8.973 -0.259
182 H -6.051 7.489 0.441
183 C 2.450 -9.674 3.890
184 C 9.773 -3.180 -8.523
185 H -5.658 -8.827 2.196
186 C 2.098 12.956 5.882
187 H -1.737 -6.954 5.839
188 H 5.839 -5.839 -3.996
189 H -11.236 -0.886 2.068
190 H -1.681 -0.222 2.065
191 C 10.768 -3.784 -9.546
192 C 2.454 1.216 -3.336
193 C 0.229 -6.746 4.691
194 C 11.387 5.280 10.066
195 C -0.820 -6.366 5.845
196 N -0.364 -6.488 3.355

Entry 2:
C47H25Cl5InN11S as an isolated structure. Source: the Open Molecules 2025 dataset; level of theory: ωB97M-V/def2-TZVPD.

Values from the calculation:
Net charge: 0
Orbital gap (spin up / spin down): 5.0 / 5.0 eV
Multiplicity: 1

Geometry (Å):
1 C -1.411 1.515 -2.211
2 N -2.717 -2.534 -1.320
3 C -0.270 1.657 -4.323
4 H 2.344 -6.092 -1.092
5 C -0.232 -4.132 -1.243
6 C 5.212 2.911 0.490
7 N 1.308 -0.623 1.655
8 C 2.979 1.655 0.955
9 N -3.139 1.549 1.991
10 C -2.870 3.918 1.448
11 H -3.357 7.614 0.545
12 In -0.002 0.719 0.598
13 C 3.836 2.781 0.611
14 C -1.459 -5.746 -2.257
15 H -1.093 6.595 0.301
16 C 2.101 -2.578 2.549
17 S 0.449 -2.693 -0.782
18 C -2.481 -3.504 -2.187
19 H 5.345 -1.605 2.132
20 H 6.774 4.283 -0.002
21 H -6.477 -2.223 3.410
22 C -0.655 3.769 0.904
23 C -0.354 -6.324 -1.769
24 C -3.217 -3.126 3.136
25 Cl -0.251 2.097 -5.982
26 C -4.273 5.819 1.277
27 H -0.021 -7.345 -1.825
28 C 4.675 -3.473 2.986
29 H -2.553 -3.970 3.269
30 H -4.997 -4.160 3.705
31 H 1.422 -4.411 3.446
32 C 0.917 -1.804 2.209
33 H 1.449 -6.189 0.444
34 N -1.447 -0.168 1.919
35 H -2.290 -6.190 -2.773
36 C -4.563 -1.832 -2.669
37 C 0.846 1.062 -3.743
38 C 4.503 -2.228 2.405
39 C 2.276 -3.817 3.147
40 H -5.376 -1.135 -2.818
41 N -1.053 2.524 1.280
42 C -1.402 1.895 -3.553
43 N -0.312 -2.214 2.471
44 C -1.790 4.677 0.979
45 C -4.919 -0.878 2.835
46 Cl 2.236 0.069 -1.680
47 C -1.936 6.019 0.659
48 C -3.737 -1.719 -1.563
49 C 3.574 -4.254 3.356
50 H 5.674 -3.849 3.165
51 C -2.722 -1.904 2.709
52 C -3.558 -0.788 2.577
53 C -1.387 -1.470 2.321
54 N 3.439 0.465 1.295
55 N -1.416 -4.395 -1.918
56 C -4.310 -2.854 -3.567
57 C -2.372 2.561 1.616
58 C 4.853 5.232 -0.122
59 C 0.824 0.740 -2.390
60 Cl 2.244 0.752 -4.694
61 N 0.564 4.163 0.560
62 H -5.242 6.291 1.375
63 H -4.947 3.887 1.987
64 H 2.807 5.940 -0.150
65 N 0.395 -5.344 -1.149
66 H -3.901 -0.943 -0.828
67 C 1.633 -5.582 -0.444
68 H -4.924 -2.977 -4.449
69 H -3.007 -4.502 -4.025
70 C 3.481 5.110 0.018
71 C 5.706 4.149 0.114
72 Cl -2.868 1.727 -1.321
73 H 2.044 -4.621 -0.143
74 C 2.670 -0.552 1.650
75 C -4.577 -3.217 3.381
76 C 3.204 -1.793 2.190
77 H -5.560 -0.013 2.729
78 C -0.303 0.948 -1.588
79 C -3.196 6.576 0.804
80 C 2.983 3.868 0.380
81 N 1.678 2.058 0.913
82 C 1.627 3.382 0.603
83 H 5.279 6.183 -0.415
84 H 5.860 2.066 0.681
85 C -4.126 4.484 1.613
86 Cl -2.773 2.664 -4.249
87 C -5.417 -2.111 3.220
88 C -3.250 -3.710 -3.331
89 C -2.714 0.307 2.115
90 H 3.744 -5.216 3.821

Entry 3:
C47H30CaCl2N9O6 as an isolated structure. Source: the Open Molecules 2025 dataset; level of theory: ωB97M-V/def2-TZVPD.

Values from the calculation:
Net charge: -1
Orbital gap: 5.4 eV
ΔE to the lowest compared entry with this formula, charge and spin: 14.4 kcal/mol
Multiplicity: 1

Geometry (Å):
1 C 3.451 4.083 0.132
2 H -3.101 -1.278 6.929
3 C -0.156 -0.169 4.446
4 C -4.524 2.596 -1.374
5 H -0.795 -0.974 6.294
6 C 1.212 -2.395 -1.931
7 H 4.486 -1.500 -2.066
8 H -6.249 -0.020 4.320
9 N -0.195 -2.365 1.873
10 H -2.332 1.805 -3.824
11 C -1.091 -0.557 5.336
12 H -5.523 -1.039 6.472
13 C 2.582 -4.163 -2.857
14 H -4.609 0.705 2.670
15 C 2.790 1.916 -0.615
16 C -4.790 -0.713 5.746
17 C 2.367 -1.596 -1.778
18 N -1.729 1.162 0.657
19 O 3.144 -5.525 6.087
20 C 3.119 0.627 -1.379
21 N 2.379 -1.614 1.602
22 H 0.362 3.167 1.140
23 N -2.619 -1.301 -0.669
24 H -4.593 2.698 -3.513
25 H 1.945 5.085 1.312
26 C 3.604 -2.114 -2.159
27 H -2.158 -2.226 1.374
28 Ca 0.309 -0.166 0.176
29 N 1.607 2.030 -0.012
30 H 5.665 -1.277 2.092
31 N 3.621 -4.791 5.246
32 H -3.974 -0.598 0.700
33 N -2.427 1.021 1.697
34 C 3.713 -3.390 -2.684
35 C -4.947 -1.847 -0.750
36 C -1.912 -3.611 3.008
37 C -2.719 1.936 -2.827
38 C -2.429 -2.012 -1.776
39 C 2.218 4.201 0.755
40 C 4.670 -1.665 2.250
41 H -5.564 -3.123 -2.369
42 Cl 2.668 -5.767 -3.533
43 C -3.449 -0.847 5.998
44 C 0.367 -3.867 3.659
45 C -0.988 -4.204 3.824
46 C 3.743 2.927 -0.565
47 C -0.067 1.117 -3.114
48 H -0.511 0.319 -3.714
49 Cl 5.294 -3.977 -3.125
50 C -4.276 0.268 3.599
51 H -0.174 2.091 -3.598
52 C 1.331 3.140 0.657
53 N -0.055 -1.964 -1.477
54 C -0.509 0.341 3.133
55 O 4.177 0.638 -2.027
56 N 2.212 -0.320 -1.208
57 C 2.673 -4.085 4.332
58 C 4.429 -2.619 3.199
59 H -3.242 -3.214 -3.334
60 O -0.972 -2.339 -3.580
61 C 3.612 -1.195 1.465
62 C 1.347 -3.660 -2.489
63 C 0.721 -2.936 2.677
64 H 0.903 -0.261 4.648
65 H 5.229 -3.002 3.808
66 C 1.381 -4.447 4.482
67 C -1.947 1.588 -1.724
68 H -1.275 -4.913 4.589
69 C -1.893 0.502 2.856
70 H 0.980 0.890 -2.933
71 C -2.887 0.131 3.828
72 C -5.194 -0.142 4.530
73 C -2.496 1.688 -0.436
74 H -4.154 2.304 0.730
75 C -3.469 -2.676 -2.426
76 H 3.787 -0.460 0.689
77 C -3.858 -1.209 -0.187
78 O -0.670 1.148 -1.821
79 C 2.118 -2.545 2.536
80 H 4.678 2.769 -1.083
81 H -5.927 -1.745 -0.306
82 H -5.517 3.002 -1.233
83 H 1.109 -5.182 5.224
84 C -4.740 -2.605 -1.895
85 C -2.490 -0.430 5.059
86 C -4.005 2.433 -2.645
87 O 0.417 0.613 2.319
88 H 4.175 4.886 0.193
89 H -2.970 -3.816 3.092
90 C -3.766 2.216 -0.275
91 C -1.453 -2.704 2.039
92 C 3.113 -3.101 3.369
93 O 4.814 -4.608 5.104
94 H 0.469 -4.271 -2.637
95 C -1.029 -2.115 -2.360

Entry 4:
C47H33AsClN3NiO4S as an isolated structure. Source: the Open Molecules 2025 dataset; level of theory: ωB97M-V/def2-TZVPD.

Values from the calculation:
Net charge: 0
Orbital gap (spin up / spin down): 6.6 / 6.5 eV
<S²>: 2.01
ΔE to the lowest compared entry with this formula, charge and spin: 4.7 kcal/mol
Multiplicity: 3

Geometry (Å):
1 H -4.885 3.067 -0.747
2 C 3.693 1.100 0.733
3 S -0.543 -2.053 3.624
4 H 1.417 -2.988 -1.964
5 C -0.174 -0.444 4.074
6 H 4.451 3.640 0.123
7 C 6.142 -2.098 1.985
8 C 1.312 0.287 -3.039
9 C -3.597 2.927 2.377
10 C 0.904 2.696 -0.910
11 C 4.081 -3.134 2.662
12 H 0.534 1.708 -4.421
13 C -4.754 3.275 0.307
14 C 0.742 -3.244 -1.157
15 O 5.717 -4.895 4.295
16 As -2.434 1.403 0.237
17 C 6.314 -4.155 3.337
18 H 0.590 1.322 3.133
19 C -4.728 -2.677 0.633
20 C 3.804 1.361 -3.639
21 C -0.927 -4.637 -0.205
22 H -0.092 2.357 -1.174
23 H -3.289 2.633 -4.663
24 H -4.455 0.501 -5.088
25 C -2.936 2.202 -2.590
26 C -0.100 -2.692 0.911
27 Ni 1.228 -0.231 -0.021
28 H -1.638 -3.954 1.704
29 C 4.040 -1.117 1.375
30 C -3.939 -0.779 -0.610
31 C -3.793 0.086 -1.800
32 H 0.720 4.657 -1.746
33 C 0.302 0.285 3.023
34 H -0.023 -4.980 -2.139
35 C 0.383 -0.441 1.792
36 C -0.086 -0.159 -2.627
37 C -4.271 -0.193 -3.074
38 C 5.471 -3.112 2.663
39 H -5.254 -3.622 0.663
40 H -2.798 2.461 2.945
41 H -1.592 -5.489 -0.250
42 C -0.946 -3.798 0.888
43 C 2.469 -0.242 -2.483
44 C -0.064 -4.360 -1.256
45 H -0.317 -0.126 5.093
46 C 3.721 0.280 -2.779
47 C 1.434 1.326 -3.957
48 C 1.366 3.971 -1.219
49 H 7.222 -2.117 1.956
50 C -4.469 3.794 3.018
51 C -3.384 -0.261 0.564
52 H 4.827 -4.564 4.470
53 N 1.656 1.814 -0.268
54 H -6.410 4.630 0.380
55 H 2.761 2.712 -4.931
56 C 3.442 3.405 -0.182
57 O -0.919 -0.334 -3.501
58 H 4.618 -0.140 -2.346
59 C 3.362 -2.147 2.007
60 C 2.670 1.881 -4.246
61 N 0.744 -2.428 -0.103
62 O 7.467 -4.334 3.063
63 C -4.602 -2.000 -0.572
64 H -3.076 -0.531 2.671
65 H 2.283 -2.148 2.014
66 H 3.525 -3.933 3.138
67 H -4.300 -2.675 2.737
68 C -3.428 1.923 -3.858
69 O -0.271 -0.215 -1.364
70 H 4.618 1.398 1.228
71 C -4.192 -2.144 1.799
72 H -6.161 5.094 2.795
73 H -4.354 3.991 4.076
74 C 2.902 2.161 0.077
75 H -2.411 3.134 -2.409
76 N 3.261 -0.103 0.738
77 C -5.482 4.413 2.300
78 H 5.971 -0.338 0.798
79 H -5.030 -2.420 -1.473
80 C -4.087 0.724 -4.096
81 C -3.512 -0.935 1.765
82 H -4.779 -1.127 -3.277
83 C -0.082 -1.712 1.993
84 C -3.736 2.651 1.019
85 H 2.423 -1.105 -1.817
86 H 3.036 5.313 -1.088
87 Cl 5.358 2.075 -3.967
88 C 2.649 4.332 -0.853
89 C -5.620 4.154 0.945
90 C 5.432 -1.098 1.348
91 C -3.126 1.289 -1.566

Question: Number 2 is which compound?
Answer: C47H25Cl5InN11S